This record from the Open Molecules 2025 dataset describes a structure of composition C24H45ClDyO4P2. The level of theory is ωB97M-V with the def2-TZVPD basis set.

CARTESIAN COORDINATES (ANGSTROEM)
Dy -0.7545 0.3113 -0.1166
C 0.7141 0.5382 -2.5376
C -0.1564 1.5833 -2.7312
C 1.1283 2.2567 -0.9283
C 1.6161 0.8289 -1.3234
C 0.0654 2.6129 -1.7374
C 0.8746 -0.6491 -3.4072
H -0.1067 -1.0583 -3.6999
H 1.4439 -1.4334 -2.8872
H 1.4168 -0.3950 -4.3376
C 3.0839 0.7301 -1.6320
H 3.3099 -0.3174 -1.8417
H 3.6358 1.0426 -0.7374
H 3.3192 1.3640 -2.4977
C 1.7476 3.1455 0.0734
H 2.2065 4.0207 -0.4174
H 2.5327 2.6438 0.6449
H 0.9962 3.5382 0.7770
C -0.6883 3.8988 -1.7384
H -0.3455 4.5712 -2.5411
H -0.5781 4.4279 -0.7874
H -1.7591 3.7141 -1.9059
C -1.1117 1.7008 -3.8651
H -0.6061 2.0348 -4.7861
H -1.9105 2.4203 -3.6579
H -1.5674 0.7296 -4.0903
C -1.6173 -1.8629 0.2858
C -1.5792 -1.6958 -1.0863
C -2.8211 -1.5229 -1.9380
C -3.5078 -0.1298 -1.8955
C -2.9945 0.8950 -0.8918
C -3.0925 0.7315 0.4785
C -3.6877 -0.4974 1.1390
C -2.8974 -1.8456 1.0926
H -3.5638 -2.3003 -1.6793
H -4.5854 -0.3011 -1.7294
H -2.5448 -1.7353 -2.9854
H -3.5854 -2.6384 0.7442
H -0.7572 -2.3294 0.7959
H -0.6877 -2.0301 -1.6426
H -2.6461 -2.1336 2.1301
H -3.8493 -0.2517 2.2018
H -3.0185 1.6165 1.1281
H -4.6844 -0.6914 0.7101
H -3.4274 0.3270 -2.8974
H -2.8942 1.9123 -1.3061
P 1.6477 -3.2300 0.3431
C 3.3183 -3.0228 -0.3523
H 3.7661 -4.0205 -0.4665
H 3.9309 -2.3780 0.3135
H 3.2298 -2.5333 -1.3330
C 2.0161 -3.6844 2.0764
H 2.3653 -4.7244 2.1036
H 1.0891 -3.5813 2.6585
H 2.7731 -3.0029 2.4894
C 1.1445 -4.8314 -0.3704
H 0.1478 -5.0863 0.0030
H 1.8737 -5.5943 -0.0780
H 1.0921 -4.7392 -1.4590
P -0.3863 1.3865 2.7305
C -1.0498 3.0910 2.8687
H -1.4793 3.2509 3.8675
H -1.8260 3.2322 2.1087
H -0.2485 3.8201 2.6900
C -1.3896 0.4845 3.9707
H -2.3904 0.2857 3.5739
H -1.4649 1.0726 4.8956
H -0.9010 -0.4736 4.1846
C 1.1332 1.6244 3.7302
H 0.9002 2.1130 4.6898
H 1.8402 2.2418 3.1629
H 1.6147 0.6567 3.9111
O 4.0567 1.0596 1.0889
Cl 3.5541 -0.0968 1.9343
O 4.4505 -1.2840 1.6351
O 3.7984 0.2761 3.3697
O 1.3278 -0.0888 -0.2851

Calculated values
- energy (Eh) = -3269.81438
- net charge = +1
- 2S+1 = 6
- orbital gap (spin up / spin down) (eV) = 4.64 / 4.77
- ΔE to the lowest compared entry with this formula, charge and spin (eV) = 0.710
- highest occupied orbital energy (spin up / spin down) (eV) = -10.141 / -10.142